The following is a quantum chemistry calculation of C33H56CaN5O4PS2 as an isolated structure in a non-equilibrium geometry, from OMol25.

Geometry as XYZ:
```
102
Properties=species:S:1:pos:R:3:mulliken_charge:R:1
Ca 0.826 -0.962 0.588 1.526
O 2.073 0.472 3.612 -0.694
S 1.900 -0.719 2.807 1.082
O 2.398 -1.963 3.362 -0.691
O 0.413 -0.904 2.516 -0.773
O 2.521 -0.492 1.443 -0.969
C -1.488 -0.674 -5.128 -0.830
N -2.387 -0.859 -4.025 0.220
C -3.752 -0.747 -4.039 -0.767
C -4.203 -1.045 -2.804 -0.352
N -3.109 -1.346 -2.006 0.614
C -1.971 -1.218 -2.773 -0.329
S -0.377 -1.490 -2.414 -0.254
C -3.201 -1.712 -0.657 0.647
C -4.412 -2.208 -0.165 -0.983
C -4.503 -2.490 1.185 -0.586
C -3.387 -2.293 1.987 -1.509
C -2.214 -1.848 1.395 -0.466
N -2.125 -1.559 0.102 0.642
H -2.050 -0.649 -6.059 0.350
H -0.772 -1.497 -5.142 0.349
H -0.926 0.255 -5.005 0.235
H -4.300 -0.465 -4.915 0.459
H -5.204 -1.041 -2.425 0.405
H -5.254 -2.388 -0.815 0.475
H -5.432 -2.859 1.597 0.418
H -3.422 -2.470 3.050 0.552
H -1.311 -1.692 1.972 0.890
C 2.765 5.235 2.557 -0.724
C 1.329 5.053 3.062 -0.975
C 0.808 3.645 2.740 -0.472
C 1.355 3.229 1.374 0.508
C 2.843 2.907 1.585 -0.440
C 3.485 3.891 2.581 -0.959
P 0.472 1.778 0.589 0.935
C -1.367 2.188 0.704 0.286
C -1.852 3.630 0.483 -0.616
C -3.235 3.855 1.114 -0.905
C -4.067 2.582 1.021 -0.801
C -3.457 1.495 1.919 -0.281
C -1.933 1.648 2.022 -0.878
C 0.778 2.062 -1.258 0.795
C 0.692 3.488 -1.845 -0.781
C 2.019 3.943 -2.451 -0.810
C 2.423 3.004 -3.587 -0.846
C 2.351 1.529 -3.147 -0.565
C 2.111 1.402 -1.642 -0.319
H 3.293 5.969 3.168 0.474
H 2.760 5.623 1.535 0.245
H 0.684 5.799 2.587 0.261
H 1.278 5.224 4.138 0.512
H -0.278 3.668 2.771 -0.204
H 1.152 2.909 3.468 0.402
H 1.254 4.077 0.685 0.414
H 3.382 2.950 0.636 0.243
H 2.922 1.892 1.987 -0.232
H 4.541 4.026 2.340 0.505
H 3.432 3.482 3.589 0.350
H -1.796 1.552 -0.086 0.255
H -1.921 3.822 -0.588 0.322
H -1.153 4.352 0.904 -0.051
H -3.737 4.674 0.595 0.549
H -3.141 4.137 2.164 0.334
H -4.093 2.251 -0.021 0.224
H -5.099 2.772 1.316 0.551
H -3.723 0.513 1.522 -0.393
H -3.887 1.569 2.920 0.494
H -1.453 0.698 2.262 0.213
H -1.709 2.334 2.838 0.453
H -0.013 1.449 -1.719 -0.216
H 0.373 4.213 -1.096 0.270
H -0.057 3.501 -2.641 0.319
H 2.795 3.964 -1.686 0.180
H 1.913 4.960 -2.833 0.507
H 3.432 3.252 -3.919 0.345
H 1.754 3.169 -4.435 0.334
H 3.277 1.015 -3.411 0.516
H 1.537 1.018 -3.668 0.008
H 2.939 1.859 -1.099 0.178
H 2.087 0.342 -1.355 -0.077
C 1.761 -5.714 2.391 -0.781
C 0.694 -5.871 1.308 -1.067
N 1.179 -5.499 -0.013 0.309
C 1.308 -6.573 -0.975 -0.728
C 2.490 -7.501 -0.701 -1.136
C 1.354 -4.183 -0.315 0.939
C 2.033 -3.826 -1.609 -2.006
N 0.985 -3.213 0.428 -0.133
H 1.361 -6.067 3.338 0.403
H 2.066 -4.676 2.517 0.190
H 2.641 -6.304 2.142 0.298
H -0.187 -5.266 1.562 0.361
H 0.368 -6.914 1.258 0.474
H 1.400 -6.154 -1.976 0.391
H 0.379 -7.161 -0.955 0.401
H 3.425 -6.948 -0.722 0.281
H 2.533 -8.278 -1.461 0.424
H 2.397 -7.982 0.268 0.296
H 2.927 -4.428 -1.761 0.459
H 2.314 -2.776 -1.538 0.223
H 1.363 -3.946 -2.460 0.356
H 0.613 -3.461 1.337 -0.044
```

Values from the calculation:
energy relative to the best compared isomer or geometry (same formula, charge and spin): 2.394 eV
gap between HOMO and LUMO: 8.16 eV
E_tot: -100172.223 eV
HOMO energy: -8.077 eV
total charge: 0
LUMO energy: 0.0031 Ha